[1]
ORCA calculation (ωB97M-V/def2-TZVPD) on C4H9N3S as an isolated structure in a non-equilibrium geometry.

Atoms and positions in Å:
C (0.464, -0.151, 1.100)
C (-0.243, 0.940, 0.310)
C (-1.288, -0.829, -1.266)
C (-0.412, -1.867, -1.539)
H (2.186, -1.583, -0.218)
H (2.348, 0.716, 0.239)
H (-0.247, -1.092, 1.020)
H (0.214, 0.087, 2.169)
H (-1.739, 1.012, -0.748)
H (-2.211, -1.054, -1.796)
H (0.390, -2.163, -0.772)
H (-0.759, -2.839, -2.134)
H (0.448, 3.902, 1.153)
N (1.829, -0.311, 0.717)
N (-1.088, 0.372, -0.622)
N (-0.316, 2.187, 0.505)
S (0.424, 2.672, 1.884)

Results
* E_LUMO: -0.009 Eh
* net charge: 0

natural (NBO) atomic charge list, values in e, 6 entries:
1. C -0.34
2. C 0.42
3. C -0.01
4. C -0.52
5. H 0.35
6. H 0.40

---

[2]
ORCA calculation (ωB97M-V/def2-TZVPD) on an isolated ion of composition C5H11N2 and charge +1 in a non-equilibrium geometry.

Atoms and positions in Å:
C (-0.916, 0.213, -0.234)
C (-2.118, 0.734, -0.095)
C (-0.308, -0.360, -1.505)
C (0.968, -1.123, 0.264)
C (0.529, 0.858, 1.774)
N (0.025, -0.195, 0.896)
N (1.094, -0.495, -1.178)
H (-2.567, 1.142, 0.883)
H (-2.828, 0.853, -1.003)
H (-0.758, -1.263, -1.590)
H (-0.553, 0.375, -2.272)
H (2.061, -1.182, 0.741)
H (0.438, -1.988, 0.067)
H (-0.299, 1.271, 2.416)
H (1.094, 0.367, 2.505)
H (1.080, 1.494, 1.137)
H (1.633, -1.122, -1.722)
H (1.424, 0.422, -1.083)

Results
* E_LUMO (spin up / spin down): -0.121 / -0.225 Eh
* multiplicity: 3
* net charge: +1

natural (NBO) atomic charge list, values in e, 6 entries:
1. C 0.06
2. C -0.38
3. C -0.30
4. C -0.04
5. C -0.42
6. N -0.34

---

[3]
ORCA calculation (ωB97M-V/def2-TZVPD) on a 2-piece molecular cluster, C2H7PS overall in a non-equilibrium geometry.

Atoms and positions in Å:
C (-1.355, -0.171, 0.874)
C (-1.211, 0.199, -0.560)
P (-1.082, 1.779, -1.071)
S (3.469, -0.231, 0.236)
H (-2.274, -0.703, 1.080)
H (-0.432, -0.814, 1.134)
H (-1.374, 0.909, 1.416)
H (-0.951, -0.546, -1.337)
H (-0.670, 1.529, -2.358)
H (2.305, -0.517, -0.343)
H (3.574, -1.434, 0.926)

Results
* SMILES: [H]/P=C/C.S
* E_LUMO: 0.012 Eh
* net charge: 0

natural (NBO) atomic charge list, values in e, 6 entries:
1. C -0.66
2. C -0.55
3. P 0.39
4. S -0.29
5. H 0.23
6. H 0.23

---

[4]
ORCA calculation (ωB97M-V/def2-TZVPD) on one molecule with the formula C5H10.

Atoms and positions in Å:
C (1.760, 0.287, 0.339)
C (0.812, -0.868, 0.004)
C (-0.591, -0.492, -0.493)
C (-1.113, 0.919, -0.551)
C (-1.686, -0.051, 0.442)
H (1.511, 0.783, 1.286)
H (2.791, -0.075, 0.421)
H (1.740, 1.044, -0.450)
H (1.290, -1.474, -0.777)
H (0.716, -1.512, 0.889)
H (-0.932, -1.129, -1.308)
H (-1.709, 1.212, -1.412)
H (-0.477, 1.708, -0.156)
H (-1.423, 0.091, 1.490)
H (-2.687, -0.443, 0.275)

Results
* SMILES: CCC1CC1
* E_LUMO: 0.047 Eh
* net charge: 0

natural (NBO) atomic charge list, values in e, 6 entries:
1. C -0.61
2. C -0.40
3. C -0.23
4. C -0.42
5. C -0.42
6. H 0.20

---

[5]
ORCA calculation (ωB97M-V/def2-TZVPD) on one molecule with the formula C4H8N2O2 in a non-equilibrium geometry.

Atoms and positions in Å:
C (-0.422, 1.280, -0.560)
C (0.844, -1.741, 0.955)
C (0.955, 0.874, -0.250)
C (-1.169, -0.121, -0.743)
O (0.323, -0.443, 0.739)
O (-1.003, 1.977, 0.521)
N (2.154, 1.006, -0.434)
N (-2.409, -0.292, -0.441)
H (-0.930, 1.364, 1.278)
H (-0.480, 1.851, -1.487)
H (2.685, 0.782, -1.271)
H (-2.755, 0.458, 0.165)
H (-0.724, -0.747, -1.525)
H (1.680, -1.686, 1.660)
H (1.211, -2.199, 0.027)
H (0.041, -2.363, 1.366)

Results
* SMILES: [H]/N=C\[C@@H](O)/C(=N\[H])OC
* E_LUMO: -0.013 Eh
* net charge: 0

natural (NBO) atomic charge list, values in e, 6 entries:
1. C -0.09
2. C -0.24
3. C 0.72
4. C 0.18
5. O -0.72
6. O -0.68

---

[6]
ORCA calculation (ωB97M-V/def2-TZVPD) on a 7-piece molecular cluster, C36H98N15O11P5 overall in a non-equilibrium geometry.

Atoms and positions in Å:
C (-22.417, 4.613, 15.219)
C (-23.130, 5.888, 15.545)
O (-22.156, 6.558, 16.375)
C (-21.234, 5.672, 16.791)
O (-20.372, 5.963, 17.562)
O (-21.494, 4.452, 16.290)
H (-21.853, 4.600, 14.282)
H (-23.104, 3.771, 15.124)
H (-24.014, 5.794, 16.182)
H (-23.380, 6.618, 14.777)
C (-18.566, 7.003, 20.038)
C (-17.137, 7.459, 20.438)
O (-17.434, 8.577, 21.237)
C (-18.628, 8.496, 21.790)
O (-19.023, 9.028, 22.790)
O (-19.351, 7.590, 21.096)
H (-18.735, 5.937, 20.194)
H (-18.880, 7.244, 19.025)
H (-16.720, 7.791, 19.488)
H (-16.573, 6.625, 20.850)
O (-18.983, 10.640, 28.515)
P (-20.317, 10.004, 28.587)
N (-21.672, 10.965, 28.908)
C (-21.707, 12.123, 29.800)
C (-22.970, 10.528, 28.407)
N (-20.348, 8.901, 29.890)
C (-21.117, 9.156, 31.109)
C (-19.522, 7.700, 29.870)
N (-20.711, 9.092, 27.210)
C (-20.252, 9.671, 25.958)
C (-21.587, 7.920, 27.195)
H (-21.601, 13.083, 29.288)
H (-20.917, 12.104, 30.553)
H (-22.664, 12.084, 30.317)
H (-23.772, 11.049, 28.922)
H (-23.115, 9.461, 28.605)
H (-23.001, 10.692, 27.327)
H (-21.242, 8.208, 31.628)
H (-20.733, 9.939, 31.768)
H (-22.110, 9.524, 30.840)
H (-19.259, 7.452, 28.840)
H (-18.549, 7.910, 30.327)
H (-20.004, 6.872, 30.387)
H (-19.181, 9.884, 26.026)
H (-20.254, 8.866, 25.222)
H (-20.761, 10.598, 25.685)
H (-20.969, 7.084, 26.859)
H (-22.457, 8.087, 26.560)
H (-21.861, 7.716, 28.229)
O (-17.753, 2.832, 24.511)
P (-18.581, 4.030, 24.739)
N (-19.476, 4.150, 26.152)
C (-20.737, 3.420, 26.324)
C (-18.797, 4.412, 27.404)
N (-19.813, 4.164, 23.528)
C (-20.814, 5.198, 23.520)
C (-19.303, 3.827, 22.196)
N (-17.742, 5.497, 24.705)
C (-16.598, 5.527, 23.766)
C (-18.438, 6.778, 24.948)
H (-21.198, 3.323, 25.340)
H (-21.398, 4.084, 26.883)
H (-20.713, 2.414, 26.744)
H (-18.192, 3.533, 27.673)
H (-19.561, 4.586, 28.161)
H (-18.053, 5.210, 27.393)
H (-21.111, 5.517, 24.529)
H (-20.473, 6.136, 23.073)
H (-21.753, 4.711, 23.233)
H (-20.142, 3.739, 21.504)
H (-18.677, 4.647, 21.822)
H (-18.664, 2.951, 22.223)
H (-16.950, 5.602, 22.735)
H (-15.870, 6.307, 23.986)
H (-16.137, 4.554, 23.932)
H (-18.610, 7.111, 23.927)
H (-17.725, 7.484, 25.375)
H (-19.337, 6.660, 25.536)
O (-17.083, 4.106, 19.558)
P (-16.872, 3.299, 18.338)
N (-18.167, 2.221, 18.101)
C (-18.021, 1.027, 17.251)
C (-19.463, 2.854, 17.977)
N (-15.573, 2.258, 18.401)
C (-15.478, 1.326, 19.532)
C (-14.223, 2.686, 17.992)
N (-16.646, 4.287, 17.038)
C (-17.271, 5.616, 17.011)
C (-16.582, 3.700, 15.681)
H (-18.469, 0.124, 17.660)
H (-16.984, 0.945, 16.927)
H (-18.508, 1.201, 16.281)
H (-20.224, 2.495, 18.687)
H (-19.946, 2.690, 17.010)
H (-19.403, 3.899, 18.291)
H (-16.382, 0.747, 19.722)
H (-14.628, 0.668, 19.367)
H (-15.354, 1.920, 20.443)
H (-13.977, 1.971, 17.201)
H (-14.202, 3.619, 17.418)
H (-13.402, 2.821, 18.695)
H (-18.337, 5.653, 17.276)
H (-16.802, 6.243, 17.771)
H (-17.299, 6.067, 16.023)
H (-16.390, 4.474, 14.942)
H (-17.559, 3.226, 15.544)
H (-15.732, 3.025, 15.570)
O (-11.220, 8.502, 22.500)
P (-11.228, 8.194, 21.058)
N (-11.723, 9.559, 20.157)
C (-11.685, 9.514, 18.689)
C (-11.263, 10.858, 20.590)
N (-12.162, 6.862, 20.624)
C (-13.579, 7.106, 20.348)
C (-11.878, 5.579, 21.296)
N (-9.703, 7.747, 20.441)
C (-9.491, 6.835, 19.319)
C (-8.488, 8.341, 21.012)
H (-11.741, 8.481, 18.344)
H (-10.759, 9.942, 18.290)
H (-12.498, 10.131, 18.305)
H (-11.885, 11.654, 20.178)
H (-10.223, 11.150, 20.372)
H (-11.233, 10.968, 21.677)
H (-13.735, 8.103, 19.936)
H (-13.947, 6.421, 19.577)
H (-14.137, 6.956, 21.277)
H (-11.561, 5.720, 22.330)
H (-12.703, 4.876, 21.236)
H (-11.027, 5.214, 20.714)
H (-9.125, 7.367, 18.432)
H (-8.735, 6.082, 19.548)
H (-10.432, 6.395, 18.995)
H (-8.578, 9.412, 20.800)
H (-7.594, 7.969, 20.520)
H (-8.492, 8.179, 22.090)
O (-12.942, 12.071, 23.148)
P (-13.791, 11.657, 24.275)
N (-15.236, 10.839, 23.944)
C (-16.560, 11.442, 23.843)
C (-15.280, 9.421, 23.628)
N (-14.321, 12.941, 25.238)
C (-14.491, 14.310, 24.718)
C (-15.141, 12.748, 26.434)
N (-13.087, 10.589, 25.329)
C (-11.644, 10.731, 25.549)
C (-13.808, 9.851, 26.335)
H (-16.517, 12.511, 23.596)
H (-17.101, 11.486, 24.792)
H (-17.209, 11.080, 23.048)
H (-15.199, 9.214, 22.560)
H (-16.040, 8.902, 24.216)
H (-14.382, 8.910, 24.003)
H (-13.535, 14.746, 24.420)
H (-15.162, 14.296, 23.852)
H (-14.913, 15.013, 25.431)
H (-15.900, 11.981, 26.260)
H (-14.518, 12.196, 27.154)
H (-15.482, 13.585, 27.030)
H (-11.254, 10.173, 26.399)
H (-11.178, 10.285, 24.668)
H (-11.345, 11.772, 25.675)
H (-13.562, 10.120, 27.372)
H (-13.503, 8.794, 26.366)
H (-14.894, 9.803, 26.358)

Results
* SMILES: CN(C)P(=O)(N(C)C)N(C)C.CN(C)P(=O)(N(C)C)N(C)C.CN(C)P(=O)(N(C)C)N(C)C.CN(C)P(=O)(N(C)C)N(C)C.CN(C)P(=O)(N(C)C)N(C)C.O=C1OCCO1.O=C1OCCO1
* E_LUMO: 0.006 Eh
* net charge: 0

Mulliken atomic charge list, values in e, 6 entries:
1. C -0.35
2. C -0.33
3. O -0.38
4. C 0.36
5. O -0.42
6. O -0.18

---

Quick rundown of relative energy (zero: lowest compared OMol25 entry of this formula, charge and spin), same order as above: 170.3 63.6 48.1 23.2 130.0 0.0 kcal/mol